No. 1
{
  "formula": "C32H90N11O16V",
  "method": "the ωB97M-V functional and the def2-TZVPD basis",
  "symbols": ["O", "V", "C", "C", "O", "H", "H", "H", "H", "H", "C", "O", "N", "N", "H", "H", "H", "H", "C", "O", "N", "N", "H", "H", "H", "H", "C", "O", "N", "N", "H", "H", "H", "H", "C", "O", "N", "N", "H", "H", "H", "H", "C", "C", "O", "H", "H", "H", "H", "H", "H", "C", "C", "O", "H", "H", "H", "H", "H", "H", "C", "C", "O", "H", "H", "H", "H", "H", "H", "C", "C", "O", "H", "H", "H", "H", "H", "H", "C", "O", "C", "C", "N", "C", "C", "O", "C", "H", "H", "H", "H", "H", "H", "H", "H", "H", "H", "H", "H", "H", "H", "H", "C", "O", "C", "C", "N", "C", "C", "O", "C", "H", "H", "H", "H", "H", "H", "H", "H", "H", "H", "H", "H", "H", "H", "H", "C", "O", "C", "C", "N", "C", "C", "O", "C", "H", "H", "H", "H", "H", "H", "H", "H", "H", "H", "H", "H", "H", "H", "H"],
  "coordinates": [[5.9311, 0.1768, 0.7705], [4.4187, -0.0481, 0.2628], [0.1421, 0.2403, -0.3614], [1.1775, -0.7784, 0.0820], [2.4825, -0.5956, -0.4015], [0.4353, 1.2675, -0.1156], [-0.7772, 0.0228, 0.1809], [-0.0116, 0.3071, -1.4399], [0.8423, -1.7719, -0.2435], [1.1958, -0.7612, 1.1805], [3.2873, 4.6275, 1.3642], [2.8495, 5.2185, 2.3378], [4.4679, 4.9407, 0.7633], [2.7064, 3.4529, 0.9320], [4.9568, 5.6655, 1.2629], [4.8946, 4.4479, 0.0072], [3.1732, 3.0313, 0.1561], [1.8351, 3.2209, 1.3679], [4.5291, -3.3240, 1.5554], [4.7671, -2.2423, 1.0034], [3.2412, -3.6474, 1.8668], [5.4394, -4.2704, 1.8556], [2.5855, -3.0942, 1.3353], [2.9981, -4.4683, 2.3830], [5.1957, -5.1709, 2.2165], [6.4234, -4.0950, 1.7403], [5.0181, -1.6618, -2.4105], [5.4680, -0.9319, -1.4920], [3.7120, -1.8667, -2.6249], [5.8794, -2.3297, -3.2029], [3.4235, -2.4868, -3.3560], [3.0267, -1.4837, -1.9680], [5.5578, -2.8565, -3.9910], [6.8587, -2.1681, -3.0476], [3.2459, 1.2610, 3.1581], [3.7403, 0.7193, 2.1418], [3.9732, 1.5447, 4.2562], [1.9311, 1.5319, 3.2184], [3.4953, 1.8641, 5.0743], [4.9420, 1.2814, 4.2052], [1.6228, 2.1135, 3.9768], [1.3164, 1.3680, 2.4382], [-0.8443, 3.0439, -2.6348], [-0.9583, 4.5425, -2.8056], [-1.0471, 5.2049, -1.5398], [-0.8621, 2.5659, -3.6183], [-1.7476, 2.6313, -2.1766], [0.0525, 2.6640, -2.1467], [-1.7872, 4.8161, -3.4596], [-0.0866, 4.9425, -3.3314], [-0.3440, 5.8544, -1.4915], [-3.4521, -2.9897, 1.5239], [-2.8219, -1.7321, 2.0833], [-3.6367, -1.3211, 3.1742], [-3.0966, -3.2431, 0.5242], [-4.5362, -2.9003, 1.4311], [-3.3156, -3.8417, 2.1931], [-2.7703, -0.9576, 1.3129], [-1.7937, -1.9072, 2.4267], [-3.3370, -0.4670, 3.5301], [1.2222, -1.7542, 4.2599], [2.2227, -2.7394, 4.8737], [1.8360, -2.9655, 6.2412], [1.6048, -1.3897, 3.3054], [1.0678, -0.9859, 5.0186], [0.2346, -2.1791, 4.0600], [3.2265, -2.3342, 4.7740], [2.1654, -3.7368, 4.4292], [0.8973, -3.1755, 6.2049], [1.1083, -4.3117, -1.8663], [1.7891, -5.4879, -2.5517], [0.9641, -6.2949, -3.3387], [0.6412, -3.5417, -2.4808], [1.7854, -3.8507, -1.1432], [0.2909, -4.7364, -1.2698], [2.2479, -6.0574, -1.7347], [2.6257, -5.0686, -3.1145], [0.2886, -6.7247, -2.8071], [-2.6702, -4.4569, -2.1438], [-3.0956, -3.1414, -2.3963], [-2.1302, -2.2151, -2.8433], [-2.5972, -0.7891, -2.6637], [-3.0885, -0.5369, -1.3218], [-3.9321, 0.6568, -1.2280], [-4.7782, 0.7288, 0.0290], [-5.7663, -0.2742, -0.0083], [-6.4598, -0.3907, 1.2205], [-1.8940, -4.7954, -2.8345], [-3.5158, -5.1383, -2.2363], [-2.3615, -4.5392, -1.0975], [-2.0097, -2.4672, -3.9048], [-1.1349, -2.3370, -2.3939], [-3.3696, -0.6052, -3.4239], [-1.7534, -0.1313, -2.8919], [-3.5949, -1.3588, -1.0091], [-4.5509, 0.7694, -2.1264], [-3.2635, 1.5246, -1.2353], [-5.1981, 1.7400, 0.0828], [-4.1381, 0.5611, 0.9037], [-6.6504, -1.4470, 1.4037], [-7.3563, 0.2295, 1.2847], [-5.8391, -0.0880, 2.0724], [0.8226, -1.7387, -4.4403], [1.2212, -0.5607, -5.0794], [1.5942, 0.4854, -4.2032], [2.0220, 1.6958, -5.0337], [0.9547, 2.1726, -5.8626], [1.2905, 3.2856, -6.7589], [-0.0641, 3.8143, -7.2293], [-0.7773, 4.3916, -6.1424], [-2.0909, 4.7658, -6.5320], [1.7045, -2.3493, -4.2024], [0.2229, -2.4089, -5.0553], [0.2957, -1.5586, -3.4973], [2.4593, 0.1646, -3.6104], [0.7542, 0.8199, -3.5867], [2.8860, 1.3873, -5.6284], [2.3854, 2.4397, -4.3027], [0.1294, 2.4320, -5.3425], [1.8372, 2.9083, -7.6240], [1.8891, 4.0317, -6.2243], [-0.6640, 2.9940, -7.6348], [0.0741, 4.5375, -8.0413], [-2.0755, 5.2430, -7.5116], [-2.4841, 5.4568, -5.7863], [-2.7474, 3.8920, -6.4787], [-1.0533, 3.3854, 1.1483], [-0.7596, 2.3821, 2.1092], [-1.8353, 2.1523, 2.9650], [-1.4620, 1.1894, 4.0822], [-2.6376, 0.8187, 4.8672], [-2.2196, -0.0101, 5.9968], [-3.3820, -0.4664, 6.8696], [-4.0348, 0.5536, 7.5930], [-3.1823, 1.3018, 8.4179], [-0.1939, 3.4969, 0.4904], [-1.2489, 4.3091, 1.7057], [-1.9261, 3.2084, 0.5118], [-2.7468, 1.7503, 2.4969], [-2.2038, 3.0852, 3.4197], [-0.6056, 1.6373, 4.6118], [-1.0339, 0.2498, 3.7145], [-3.0992, 1.6582, 5.2067], [-1.3576, 0.3846, 6.5428], [-1.8857, -0.9697, 5.5813], [-2.9962, -1.2062, 7.5890], [-4.1121, -1.0798, 6.3425], [-2.3890, 1.8804, 7.9259], [-2.5756, 0.6760, 9.0857], [-3.7822, 1.9906, 9.0032]],
  "lowdin_spin": [-0.30, 1.26, 0.00, 0.00, -0.01, 0.00, 0.00, 0.00, 0.00, 0.00, 0.00, 0.00, 0.00, 0.00, 0.00, 0.00, 0.00, 0.00, 0.00, 0.00, 0.00, 0.00, 0.00, 0.00, 0.00, 0.00, 0.00, 0.01, 0.00, 0.00, 0.00, 0.00, 0.00, 0.00, 0.00, 0.02, 0.00, 0.00, 0.00, 0.00, 0.00, 0.00, 0.00, 0.00, 0.00, 0.00, 0.00, 0.00, 0.00, 0.00, 0.00, 0.00, 0.00, 0.00, 0.00, 0.00, 0.00, 0.00, 0.00, 0.00, 0.00, 0.00, 0.00, 0.00, 0.00, 0.00, 0.00, 0.00, 0.00, 0.00, 0.00, 0.00, 0.00, 0.00, 0.00, 0.00, 0.00, 0.00, 0.00, 0.00, 0.00, 0.00, 0.00, 0.00, 0.00, 0.00, 0.00, 0.00, 0.00, 0.00, 0.00, 0.00, 0.00, 0.00, 0.00, 0.00, 0.00, 0.00, 0.00, 0.00, 0.00, 0.00, 0.00, 0.00, 0.00, 0.00, 0.00, 0.00, 0.00, 0.00, 0.00, 0.00, 0.00, 0.00, 0.00, 0.00, 0.00, 0.00, 0.00, 0.00, 0.00, 0.00, 0.00, 0.00, 0.00, 0.00, 0.00, 0.00, 0.00, 0.00, 0.00, 0.00, 0.00, 0.00, 0.00, 0.00, 0.00, 0.00, 0.00, 0.00, 0.00, 0.00, 0.00, 0.00, 0.00, 0.00, 0.00, 0.00, 0.00, 0.00],
  "homo_lumo_gap_ev": [6.38, 6.79],
  "mol_weight_g_mol": 936.08,
  "energy_ha": -4023.18179,
  "s2": 0.809,
  "charge": 1,
  "homo_ev": [-10.351, -10.351],
  "spin_multiplicity": 2
}

***

No. 2
{
  "formula": "C32H92N8O10",
  "method": "the ωB97M-V functional and the def2-TZVPD basis",
  "symbols": ["O", "H", "H", "O", "H", "H", "C", "C", "C", "O", "C", "N", "H", "H", "H", "H", "H", "H", "H", "H", "H", "H", "H", "C", "C", "C", "O", "C", "N", "H", "H", "H", "H", "H", "H", "H", "H", "H", "H", "H", "C", "C", "C", "O", "C", "N", "H", "H", "H", "H", "H", "H", "H", "H", "H", "H", "H", "C", "C", "C", "O", "C", "N", "H", "H", "H", "H", "H", "H", "H", "H", "H", "H", "H", "C", "C", "C", "O", "C", "N", "H", "H", "H", "H", "H", "H", "H", "H", "H", "H", "H", "C", "C", "C", "O", "C", "N", "H", "H", "H", "H", "H", "H", "H", "H", "H", "H", "H", "C", "C", "C", "O", "C", "N", "H", "H", "H", "H", "H", "H", "H", "H", "H", "H", "H", "C", "C", "C", "O", "C", "N", "H", "H", "H", "H", "H", "H", "H", "H", "H", "H", "H"],
  "coordinates": [[-0.3623, 2.1468, -5.1152], [-1.1243, 2.1590, -4.5360], [-0.4364, 2.9529, -5.6261], [-5.4520, 0.6732, -1.2363], [-6.3813, 0.8862, -1.3219], [-5.0097, 1.2905, -1.8190], [1.1053, -0.9211, 1.2866], [0.6484, 0.0703, 0.1687], [-0.7472, -0.0413, -0.3661], [-0.9762, 0.4002, -1.6966], [-2.2964, -0.0608, -2.0856], [0.8241, 1.4028, 0.6176], [1.7636, -0.5323, 2.0635], [1.6966, -1.7047, 0.8129], [0.2015, -1.2632, 1.7909], [1.3001, -0.1551, -0.6755], [-1.4831, 0.3564, 0.3327], [-0.9677, -1.1074, -0.3114], [-2.7006, 0.3367, -3.0166], [-3.0282, 0.3146, -1.3703], [-2.3761, -1.1320, -2.2706], [0.7322, 2.0349, -0.1648], [1.7797, 1.4921, 0.9323], [-5.1365, -0.7693, -8.0802], [-5.5291, -0.1528, -6.7038], [-6.9148, -0.6725, -6.3664], [-7.5324, -0.2139, -5.1354], [-8.0608, -1.1839, -4.3052], [-4.5895, -0.6031, -5.7116], [-4.1227, -0.5191, -8.3927], [-5.8084, -0.2863, -8.7898], [-5.4517, -1.8121, -8.1156], [-5.5360, 0.9363, -6.7471], [-6.8560, -1.7594, -6.4248], [-7.5510, -0.4215, -7.2151], [-8.5911, -1.9449, -4.8777], [-8.8523, -0.7630, -3.6852], [-7.3504, -1.5958, -3.5885], [-4.6736, -1.6096, -5.7051], [-4.8193, -0.2050, -4.8123], [-5.9658, -5.4029, 1.8923], [-6.8822, -5.1321, 0.7001], [-6.4311, -3.8626, -0.1209], [-5.1369, -4.1085, -0.5030], [-4.4865, -2.9432, -1.0562], [-6.8253, -6.3138, -0.1632], [-5.9908, -4.5299, 2.5445], [-5.0109, -5.5983, 1.4043], [-6.2926, -6.2686, 2.4683], [-7.8654, -4.9928, 1.1495], [-6.3782, -2.9576, 0.4843], [-7.1077, -3.7538, -0.9685], [-4.3499, -2.1009, -0.3780], [-4.9391, -2.8143, -2.0393], [-3.5009, -3.3913, -1.1831], [-6.5692, -5.8827, -1.0399], [-6.0388, -6.9208, 0.0185], [1.7128, -3.1170, 3.5674], [2.3970, -3.8144, 4.7170], [3.9307, -3.5707, 4.8584], [4.5950, -3.4824, 3.6621], [4.8407, -4.7568, 2.9903], [1.8276, -3.4134, 5.9795], [0.6244, -3.1578, 3.5234], [2.1795, -3.3475, 2.6097], [1.9118, -2.0803, 3.8393], [2.2787, -4.8903, 4.5882], [4.2330, -4.3341, 5.5753], [4.0482, -2.6591, 5.4443], [3.9154, -5.1824, 2.6021], [5.2204, -5.4195, 3.7680], [5.6214, -4.6358, 2.2393], [0.8381, -3.6156, 5.9734], [1.8553, -2.4115, 6.1045], [1.3085, -1.3074, -3.6213], [2.1815, -0.0942, -3.6635], [2.4356, 0.2165, -5.1662], [3.1768, -0.8875, -5.6949], [4.1956, -0.3799, -6.5059], [1.3908, 0.9867, -3.1504], [0.3671, -1.2324, -4.1655], [0.9978, -1.5562, -2.6066], [1.7163, -2.1991, -4.0974], [3.0780, -0.2575, -3.0653], [2.9250, 1.1808, -5.3028], [1.6058, 0.3884, -5.8517], [4.4166, -1.1542, -7.2406], [5.1469, -0.2907, -5.9812], [3.9542, 0.4505, -7.1694], [0.7464, 1.2469, -3.8833], [0.8023, 0.6878, -2.3859], [-0.4746, 4.8311, -2.0146], [0.9139, 4.6539, -1.3291], [1.9323, 5.7171, -1.3922], [3.0589, 5.4968, -0.5683], [3.9247, 4.4531, -0.9894], [0.5927, 4.3426, 0.0553], [-1.1498, 4.1102, -1.5535], [-0.4351, 4.7569, -3.1013], [-0.8623, 5.8433, -1.8994], [1.2863, 3.8375, -1.9479], [1.5019, 6.6700, -1.0844], [2.2087, 5.7506, -2.4460], [4.8456, 4.3965, -0.4090], [4.1014, 4.6859, -2.0395], [3.3755, 3.5156, -0.9011], [1.3153, 4.5537, 0.7287], [-0.2054, 4.8517, 0.4074], [6.8459, 4.0614, 3.3250], [5.6077, 3.1208, 3.3321], [5.7065, 1.9433, 4.3676], [4.7904, 0.8307, 4.1224], [5.1216, -0.0420, 3.1027], [4.4221, 3.9588, 3.4299], [6.8184, 4.6651, 4.2321], [6.8558, 4.7261, 2.4611], [7.7693, 3.4850, 3.3798], [5.5852, 2.7067, 2.3241], [5.4710, 2.1582, 5.4099], [6.7214, 1.5603, 4.4747], [6.1018, -0.5035, 3.2228], [5.0818, 0.4544, 2.1331], [4.4161, -0.8612, 2.9638], [3.5602, 3.4346, 3.4797], [4.5730, 4.3803, 4.3353], [1.9182, 2.2500, 6.8366], [1.5091, 0.9222, 6.2189], [0.8105, 1.1010, 4.8557], [-0.4476, 1.7628, 5.1345], [-1.1084, 2.3044, 4.0082], [2.6866, 0.0436, 6.1346], [2.6091, 2.6762, 6.1092], [2.1369, 2.2414, 7.9044], [1.0592, 2.9109, 6.7204], [0.9146, 0.3540, 6.9343], [0.5761, 0.1430, 4.3916], [1.4685, 1.6400, 4.1740], [-1.1152, 1.7245, 3.0852], [-0.7912, 3.3209, 3.7755], [-2.1306, 2.4465, 4.3588], [3.2651, 0.3409, 5.3620], [3.2233, 0.3139, 6.9464]],
  "lowdin_spin": [0.00, 0.00, 0.00, 0.00, 0.00, 0.00, 0.00, 0.00, 0.00, 0.01, 0.00, 0.01, 0.00, 0.00, 0.00, 0.00, 0.00, 0.00, 0.00, 0.00, 0.00, 0.00, 0.00, 0.00, 0.00, 0.00, 0.00, 0.00, 0.00, 0.00, 0.00, 0.00, 0.00, 0.00, 0.00, 0.00, 0.00, 0.00, 0.00, 0.00, 0.00, 0.00, 0.00, 0.00, 0.00, 0.00, 0.00, 0.00, 0.00, 0.00, 0.00, 0.00, 0.00, 0.00, 0.00, 0.00, 0.00, 0.00, 0.00, 0.00, 0.00, 0.00, 0.00, 0.00, 0.00, 0.00, 0.00, 0.00, 0.00, 0.00, 0.00, 0.00, 0.00, 0.00, 0.08, 0.09, 0.00, 0.00, 0.00, 0.71, 0.00, 0.00, 0.02, 0.02, 0.00, 0.00, 0.00, 0.00, 0.00, 0.02, 0.02, 0.00, 0.00, 0.00, 0.00, 0.00, 0.01, 0.00, 0.00, 0.00, 0.00, 0.00, 0.00, 0.00, 0.00, 0.00, 0.00, 0.00, 0.00, 0.00, 0.00, 0.00, 0.00, 0.00, 0.00, 0.00, 0.00, 0.00, 0.00, 0.00, 0.00, 0.00, 0.00, 0.00, 0.00, 0.00, 0.00, 0.00, 0.00, 0.00, 0.00, 0.00, 0.00, 0.00, 0.00, 0.00, 0.00, 0.00, 0.00, 0.00, 0.00, 0.00],
  "homo_lumo_gap_ev": [7.91, 2.87],
  "mol_weight_g_mol": 749.13,
  "energy_ha": -2464.25310,
  "s2": 0.754,
  "charge": 1,
  "homo_ev": [-10.352, -10.352],
  "spin_multiplicity": 2
}